ORCA calculation (ωB97M-V/def2-TZVPD) on a 2-piece molecular cluster, C4H10N5O overall.

```
20
Properties=species:S:1:pos:R:3:lowdin_charge:R:1
C 3.58521 0.78056 -0.06172 -0.11
C -2.63863 -0.04714 -0.90280 -0.02
C -1.40248 0.39668 -0.21905 -0.43
C -0.53142 -0.86274 -0.04752 0.02
N 3.61593 -0.51167 -0.12094 0.03
N 2.25627 1.17281 0.04855 0.12
N 2.39117 -0.96238 -0.06242 -0.01
N 1.56036 0.01700 -0.06525 -0.02
N -0.48559 -1.49643 1.13738 0.26
O -1.52999 1.15784 0.93866 0.01
H 4.44799 1.51844 -0.09716 0.16
H -2.97362 -0.79898 -0.24468 0.09
H -2.55053 -0.38708 -1.86202 0.08
H -3.34234 0.71547 -1.11474 0.10
H -0.88848 1.05025 -1.04869 0.19
H -0.42339 -1.35151 -0.88904 0.09
H -0.55474 -0.99673 1.92874 0.09
H 1.80979 2.01144 0.08023 0.12
H -0.00260 -2.33508 1.17942 0.12
H -2.34292 0.92927 1.42305 0.13
```

Calculated values
Energy above the lowest of the compared OMol25 structures with the same formula, charge and spin, eV: 3.542
Net charge: +1
Highest occupied orbital energy, eV: -14.66
Frontier orbital gap, eV: 10.5
Maximum force, eV/A: 7.3